Record 1
{"formula": "C38H63F3O14S4", "method": "wB97M-V/def2-TZVPD", "species": ["C", "C", "O", "S", "C", "O", "O", "H", "H", "H", "H", "H", "H", "H", "H", "C", "C", "O", "S", "C", "O", "O", "H", "H", "H", "H", "H", "H", "H", "H", "C", "C", "O", "S", "C", "O", "O", "H", "H", "H", "H", "H", "H", "H", "H", "C", "C", "O", "S", "C", "O", "O", "H", "H", "H", "H", "H", "H", "H", "H", "F", "C", "C", "C", "C", "C", "C", "H", "H", "H", "H", "H", "F", "C", "C", "C", "C", "C", "C", "H", "H", "H", "H", "H", "F", "C", "C", "C", "C", "C", "C", "H", "H", "H", "H", "H", "C", "C", "C", "O", "C", "H", "H", "H", "H", "H", "H", "H", "H", "C", "C", "C", "O", "C", "H", "H", "H", "H", "H", "H", "H", "H"], "coordinates": [[-11.57, -22.12, 23.62], [-11.97, -22.89, 22.43], [-10.95, -22.73, 21.47], [-10.97, -23.52, 20.08], [-11.96, -22.32, 19.15], [-9.63, -23.72, 19.54], [-11.76, -24.76, 20.23], [-10.57, -22.49, 23.85], [-12.04, -22.47, 24.54], [-11.53, -21.03, 23.64], [-12.03, -23.94, 22.70], [-12.95, -22.57, 22.05], [-12.96, -22.25, 19.59], [-11.92, -22.61, 18.10], [-11.44, -21.39, 19.34], [-15.28, -30.44, 13.65], [-14.02, -31.37, 13.45], [-12.89, -30.75, 12.77], [-11.69, -31.71, 12.09], [-10.51, -31.69, 13.53], [-12.09, -33.07, 11.92], [-11.06, -30.98, 10.99], [-16.18, -31.01, 13.90], [-15.61, -30.05, 12.68], [-15.02, -29.52, 14.18], [-13.68, -31.82, 14.38], [-14.39, -32.22, 12.89], [-9.93, -32.60, 13.40], [-11.20, -31.51, 14.36], [-9.85, -30.83, 13.42], [-7.62, -25.00, 10.15], [-8.83, -25.50, 10.98], [-9.92, -25.58, 10.05], [-11.42, -25.80, 10.64], [-11.19, -27.60, 11.27], [-11.58, -24.83, 11.71], [-12.30, -25.89, 9.45], [-7.41, -25.64, 9.29], [-6.73, -25.14, 10.76], [-7.63, -23.94, 9.91], [-8.61, -26.47, 11.42], [-9.07, -24.89, 11.85], [-10.34, -27.57, 11.94], [-10.91, -28.24, 10.43], [-12.16, -27.85, 11.71], [-19.74, -29.24, 15.90], [-18.46, -30.03, 16.17], [-18.36, -30.09, 17.61], [-16.89, -30.03, 18.29], [-16.51, -31.77, 18.06], [-15.96, -29.33, 17.43], [-16.98, -29.77, 19.68], [-20.60, -29.66, 16.43], [-19.98, -29.17, 14.84], [-19.75, -28.20, 16.21], [-18.50, -31.03, 15.73], [-17.62, -29.45, 15.79], [-16.33, -31.91, 16.99], [-17.39, -32.19, 18.56], [-15.57, -31.88, 18.60], [-9.09, -29.44, 15.45], [-8.80, -28.78, 16.60], [-8.24, -29.43, 17.67], [-7.91, -28.76, 18.86], [-8.32, -27.50, 19.04], [-9.01, -26.86, 18.03], [-9.20, -27.43, 16.79], [-7.96, -30.46, 17.56], [-7.39, -29.18, 19.70], [-8.09, -26.96, 19.95], [-9.49, -25.91, 18.19], [-9.78, -26.88, 16.06], [-18.22, -24.42, 15.27], [-17.82, -25.20, 14.24], [-18.48, -26.39, 14.08], [-18.24, -27.15, 12.98], [-17.10, -26.91, 12.20], [-16.28, -25.82, 12.57], [-16.66, -24.94, 13.61], [-19.31, -26.68, 14.71], [-18.91, -27.97, 12.77], [-16.74, -27.53, 11.40], [-15.43, -25.60, 11.94], [-16.12, -24.00, 13.66], [-10.27, -31.39, 19.16], [-11.43, -30.99, 19.71], [-12.07, -30.06, 18.91], [-13.22, -29.47, 19.33], [-13.88, -29.93, 20.50], [-13.32, -30.98, 21.23], [-12.03, -31.41, 20.89], [-11.66, -29.81, 17.95], [-13.71, -28.70, 18.76], [-14.83, -29.50, 20.76], [-13.86, -31.39, 22.08], [-11.57, -32.22, 21.44], [-14.33, -27.00, 15.26], [-14.49, -26.16, 16.55], [-12.96, -25.69, 16.82], [-12.35, -25.96, 15.58], [-13.23, -26.26, 14.56], [-15.27, -27.09, 14.73], [-14.04, -27.96, 15.70], [-14.77, -26.64, 17.49], [-15.19, -25.35, 16.33], [-12.48, -26.33, 17.56], [-12.97, -24.62, 17.03], [-12.64, -26.76, 13.79], [-13.65, -25.30, 14.24], [-15.59, -23.57, 19.07], [-15.85, -24.78, 19.97], [-16.95, -24.33, 20.93], [-17.11, -23.00, 20.55], [-15.98, -22.39, 19.86], [-16.25, -23.75, 18.22], [-14.57, -23.38, 18.74], [-14.95, -25.16, 20.45], [-16.28, -25.64, 19.44], [-16.78, -24.32, 22.01], [-17.92, -24.79, 20.76], [-15.19, -22.00, 20.51], [-16.42, -21.64, 19.21]], "lowdin_charge": [-0.07, -0.29, -0.27, 0.64, -0.10, -0.28, -0.32, 0.09, 0.09, 0.09, 0.13, 0.11, 0.04, 0.07, 0.07, -0.04, -0.24, -0.29, 0.66, -0.08, -0.28, -0.31, 0.07, 0.07, 0.05, 0.11, 0.10, 0.07, 0.06, 0.05, -0.06, -0.27, -0.28, 0.69, -0.07, -0.31, -0.32, 0.08, 0.07, 0.08, 0.10, 0.11, 0.05, 0.06, 0.05, -0.07, -0.24, -0.27, 0.59, -0.10, -0.31, -0.26, 0.08, 0.07, 0.07, 0.12, 0.10, 0.07, 0.08, 0.07, 0.04, -0.26, -0.03, -0.09, -0.11, -0.07, 0.00, 0.11, 0.11, 0.11, 0.09, 0.10, 0.06, -0.30, -0.04, -0.09, -0.07, -0.07, -0.02, 0.10, 0.10, 0.10, 0.11, 0.12, 0.05, -0.27, -0.03, -0.07, -0.08, -0.07, -0.02, 0.12, 0.09, 0.08, 0.10, 0.11, -0.17, -0.12, -0.14, -0.16, -0.22, 0.09, 0.10, 0.08, 0.09, 0.11, 0.10, 0.11, 0.12, -0.18, -0.14, -0.21, -0.16, -0.17, 0.12, 0.09, 0.11, 0.10, 0.11, 0.12, 0.11, 0.13], "relative_energy_kj_mol": 356.1, "homo_energy_ev": -9.10, "spin_multiplicity": 1, "max_force_ev_per_a": 3.7, "energy_ev": -120579.4973, "orbital_gap_ev": 9.350, "smiles": "CCOS(C)(=O)=O.CCOS(C)(=O)=O.CCOS(C)(=O)=O.CCOS(C)(=O)=O.Fc1ccccc1.Fc1ccccc1.Fc1ccccc1.C1CCOC1.C1CCOC1"}

Record 2
{"formula": "C38H64Br2N9", "method": "wB97M-V/def2-TZVPD", "species": ["C", "C", "N", "C", "C", "C", "N", "C", "C", "C", "Br", "C", "C", "Br", "H", "H", "H", "H", "H", "H", "H", "H", "H", "H", "H", "H", "H", "H", "H", "C", "C", "C", "C", "N", "H", "H", "H", "H", "H", "H", "H", "C", "C", "C", "C", "N", "H", "H", "H", "H", "H", "H", "H", "C", "C", "C", "C", "N", "H", "H", "H", "H", "H", "H", "H", "C", "C", "C", "C", "N", "H", "H", "H", "H", "H", "H", "H", "C", "C", "C", "C", "N", "H", "H", "H", "H", "H", "H", "H", "C", "C", "C", "C", "N", "H", "H", "H", "H", "H", "H", "H", "C", "C", "C", "C", "N", "H", "H", "H", "H", "H", "H", "H"], "coordinates": [[0.24, 0.53, 1.06], [1.38, 0.40, 2.05], [1.59, 1.25, 2.92], [2.27, -0.79, 1.99], [3.71, -0.39, 2.17], [4.54, -1.08, 3.23], [5.86, -0.45, 2.91], [5.94, -0.08, 1.72], [4.67, -0.32, 0.96], [4.79, -1.48, 0.05], [4.32, -3.22, 0.62], [5.24, -1.28, -1.14], [5.62, 0.04, -1.66], [5.47, -2.68, -2.38], [0.51, 1.27, 0.32], [0.03, -0.44, 0.64], [-0.60, 0.93, 1.60], [0.93, 2.01, 2.84], [2.08, -1.41, 1.14], [2.01, -1.38, 2.86], [3.72, 0.64, 2.51], [4.20, -0.87, 4.22], [4.71, -2.11, 2.97], [6.58, -0.37, 3.61], [6.82, 0.38, 1.31], [4.37, 0.57, 0.43], [6.34, 0.52, -1.02], [4.77, 0.68, -1.75], [6.05, -0.03, -2.64], [8.41, 2.48, -7.03], [6.89, 2.45, -7.03], [6.28, 3.53, -6.13], [6.57, 3.33, -4.72], [6.79, 3.17, -3.61], [8.82, 2.26, -6.05], [8.81, 1.75, -7.73], [8.77, 3.47, -7.33], [6.54, 1.47, -6.73], [6.53, 2.62, -8.05], [5.20, 3.55, -6.26], [6.65, 4.52, -6.43], [-2.82, 2.89, -1.39], [-3.22, 1.58, -2.04], [-4.17, 0.74, -1.17], [-3.53, 0.26, 0.04], [-3.02, -0.12, 1.00], [-2.24, 2.72, -0.47], [-2.19, 3.48, -2.06], [-3.69, 3.49, -1.13], [-2.33, 1.00, -2.28], [-3.73, 1.79, -2.99], [-4.52, -0.12, -1.74], [-5.05, 1.33, -0.91], [-8.16, -0.26, 1.16], [-7.90, -1.70, 1.59], [-6.43, -2.10, 1.45], [-6.01, -2.12, 0.05], [-5.67, -2.13, -1.05], [-7.95, -0.11, 0.10], [-9.20, 0.00, 1.33], [-7.54, 0.43, 1.73], [-8.54, -2.37, 1.00], [-8.20, -1.82, 2.63], [-6.28, -3.10, 1.87], [-5.80, -1.42, 2.01], [11.12, -2.25, -4.68], [9.83, -2.47, -3.89], [8.58, -2.46, -4.78], [8.36, -1.15, -5.39], [8.17, -0.13, -5.89], [11.14, -1.27, -5.15], [11.99, -2.32, -4.02], [11.24, -3.01, -5.46], [9.75, -1.70, -3.12], [9.89, -3.43, -3.38], [7.72, -2.75, -4.17], [8.67, -3.21, -5.57], [-10.11, 4.48, -0.60], [-10.21, 3.95, 0.83], [-8.97, 4.28, 1.67], [-7.77, 3.59, 1.19], [-6.84, 3.04, 0.80], [-9.29, 4.01, -1.15], [-11.03, 4.27, -1.14], [-9.95, 5.56, -0.61], [-10.36, 2.87, 0.81], [-11.08, 4.39, 1.31], [-9.14, 3.98, 2.71], [-8.79, 5.35, 1.68], [3.37, 1.48, 5.87], [2.34, 1.91, 6.90], [2.88, 2.95, 7.88], [3.94, 2.41, 8.72], [4.77, 1.98, 9.39], [4.22, 0.99, 6.34], [2.93, 0.78, 5.16], [3.74, 2.34, 5.30], [1.98, 1.03, 7.45], [1.47, 2.33, 6.38], [2.07, 3.31, 8.52], [3.25, 3.82, 7.33], [-9.11, -7.79, 0.77], [-8.36, -6.66, 0.06], [-8.39, -5.34, 0.84], [-9.73, -4.78, 0.92], [-10.79, -4.33, 0.99], [-10.17, -7.56, 0.85], [-9.01, -8.72, 0.21], [-8.71, -7.95, 1.77], [-8.78, -6.52, -0.94], [-7.32, -6.96, -0.07], [-7.73, -4.62, 0.34], [-7.99, -5.49, 1.84]], "lowdin_charge": [-0.02, -0.42, 0.16, -0.10, -0.28, -0.06, 0.16, 0.06, -0.24, -0.68, 0.86, -0.77, -0.11, 0.83, 0.09, 0.07, 0.06, 0.08, 0.10, 0.14, 0.13, 0.12, 0.08, 0.19, 0.17, 0.16, 0.08, 0.10, 0.06, -0.15, -0.28, -0.19, -0.24, 0.13, 0.05, 0.06, 0.08, 0.07, 0.11, 0.12, 0.12, -0.11, -0.25, -0.20, -0.23, 0.15, 0.06, 0.07, 0.08, 0.11, 0.11, 0.08, 0.11, -0.11, -0.26, -0.19, -0.23, 0.16, 0.07, 0.07, 0.06, 0.08, 0.12, 0.11, 0.12, -0.10, -0.26, -0.19, -0.17, 0.20, 0.07, 0.07, 0.08, 0.11, 0.11, 0.05, 0.12, -0.11, -0.26, -0.19, -0.22, 0.15, 0.07, 0.07, 0.08, 0.11, 0.11, 0.12, 0.12, -0.13, -0.25, -0.19, -0.24, 0.15, 0.07, 0.03, 0.08, 0.12, 0.11, 0.12, 0.12, -0.11, -0.26, -0.20, -0.25, 0.16, 0.07, 0.07, 0.08, 0.11, 0.11, 0.10, 0.12], "homo_energy_ev": -12.39, "total_charge": 1, "spin_multiplicity": 1, "max_force_ev_per_a": 2.7, "energy_ev": -193931.3946, "orbital_gap_ev": 8.432}